# 1
115
Properties=species:S:1:pos:R:3 method="wB97M-V/def2-TZVPD" charge=-1 e_lumo_ev=1.9 orbital_gap_ev=7.504 spin_multiplicity=1 e_tot_ha=-2606.0159
C 0.2919 1.7704 -6.6031
C -1.0922 1.8381 -5.7063
F -2.0758 0.8986 -6.3309
B -0.8197 1.4749 -4.0954
Cl -2.4357 1.5214 -3.1762
C 0.1815 2.5851 -3.3581
C 1.3818 1.9064 -2.4709
C 1.4982 2.5503 -0.9531
C 0.6131 1.7555 0.1774
C 0.8750 0.1314 0.2363
C 2.4687 -0.2493 0.3520
C 2.6893 -1.7361 1.0266
C 4.0735 -2.4932 0.5740
C 5.4539 -1.8182 1.1432
C 5.9948 -0.5194 0.3024
C 7.1991 -0.8331 -0.7663
C 7.0005 -0.0056 -2.2048
N 5.9833 -0.6408 -3.1267
C 5.4403 -2.0416 -2.9156
C 4.3008 -2.6112 -3.9542
C 4.2197 -1.3060 -4.9488
C 5.2844 -0.1501 -4.3768
H 0.4591 2.8392 -7.0783
H 0.1457 0.9291 -7.4158
H 1.1858 1.4295 -5.9141
H -1.5313 2.9222 -5.7941
H -0.3354 0.3861 -4.0907
H -0.5063 3.2737 -2.6790
H 0.6226 3.2688 -4.2105
H 1.2471 0.7380 -2.4689
H 2.4065 2.1635 -3.0193
H 1.1554 3.6731 -0.9355
H 2.6490 2.5140 -0.6641
H 0.8220 2.2700 1.2205
H -0.5470 1.8937 -0.0538
H 0.3546 -0.2803 1.2262
H 0.4177 -0.4473 -0.6806
H 2.9475 -0.1763 -0.7349
H 3.0686 0.5426 1.0058
H 2.5281 -1.7287 2.2094
H 1.7964 -2.4115 0.6118
H 4.0313 -2.6456 -0.5854
H 4.0181 -3.5871 1.0484
H 6.2913 -2.6537 1.1422
H 5.2867 -1.4785 2.2518
H 5.1702 0.0920 -0.2594
H 6.4579 0.2278 1.1102
H 8.2196 -0.4025 -0.3204
H 7.3984 -1.9846 -0.9307
H 6.6129 1.0744 -1.8756
H 8.0184 0.1861 -2.7630
H 5.6963 -2.8176 -2.0481
H 3.7300 -3.6375 -3.9585
H 3.5097 -1.2731 -5.8783
H 5.4749 0.8982 -4.8817
N -1.8049 -2.5142 -0.7305
C -0.5788 -3.1142 -0.6079
C -0.6640 -4.0562 0.3929
C -1.9899 -4.0273 0.8873
C -2.6733 -3.0683 0.1738
H -2.0336 -1.7784 -1.3862
H 0.2477 -2.8192 -1.2405
H 0.1414 -4.6959 0.7296
H -2.4020 -4.6407 1.6782
H -3.7000 -2.7327 0.2328
N -6.2733 -3.7679 0.2350
C -6.4732 -2.5515 -0.3642
C -7.8190 -2.2652 -0.3077
C -8.4522 -3.3443 0.3540
C -7.4739 -4.2565 0.6806
H -5.3797 -4.2319 0.3336
H -5.6432 -1.9959 -0.7796
H -8.2932 -1.3748 -0.6996
H -9.5081 -3.4448 0.5696
H -7.5294 -5.2096 1.1895
N -3.0782 3.1956 0.8409
C -2.7282 2.9357 2.1403
C -3.6556 3.5394 2.9598
C -4.6016 4.1810 2.1251
C -4.2223 3.9500 0.8217
H -2.5719 2.8794 0.0239
H -1.8506 2.3463 2.3700
H -3.6521 3.5187 4.0419
H -5.4667 4.7498 2.4407
H -4.6668 4.2582 -0.1152
N 10.0767 -3.0203 -1.6361
C 10.9562 -3.5357 -0.7199
C 12.0754 -2.7335 -0.7063
C 11.8608 -1.6944 -1.6430
C 10.6176 -1.8944 -2.2003
H 9.1700 -3.4094 -1.8601
H 10.7118 -4.4276 -0.1588
H 12.9512 -2.8802 -0.0877
H 12.5397 -0.8868 -1.8846
H 10.0736 -1.3340 -2.9489
N -5.9493 6.3609 4.8983
C -5.3865 7.4276 5.5494
C -6.3875 8.3298 5.8325
C -7.5976 7.7854 5.3401
C -7.2983 6.5679 4.7708
H -5.4480 5.5478 4.5649
H -4.3245 7.4539 5.7535
H -6.2601 9.2772 6.3401
H -8.5815 8.2329 5.3954
H -7.9278 5.8337 4.2860
N -7.2691 -2.8089 4.1474
C -6.9192 -3.0688 5.4469
C -7.8466 -2.4651 6.2663
C -8.7925 -1.8235 5.4316
C -8.4133 -2.0545 4.1283
H -6.7629 -3.1251 3.3305
H -6.0416 -3.6582 5.6766
H -7.8430 -2.4857 7.3484
H -9.6576 -1.2547 5.7473
H -8.8578 -1.7462 3.1913

---

# 2
120
Properties=species:S:1:pos:R:3 method="wB97M-V/def2-TZVPD" charge=0 e_lumo_ev=-3.2 orbital_gap_ev=3.738 spin_multiplicity=1 e_tot_ha=-2690.4579
C -0.8275 -5.8374 -2.1263
C -1.3005 -5.2174 -0.7623
C -1.5475 -6.2824 0.3197
O -0.2225 -4.3264 -0.3343
H 0.2095 -5.9744 -1.9703
H -0.6995 -5.1174 -2.9093
H -1.3585 -6.7844 -2.5083
H -2.2865 -4.7794 -0.8873
H -0.6475 -6.9244 0.4927
H -2.3555 -6.8974 -0.0883
H -1.8205 -5.8644 1.2767
H -0.4015 -3.3844 -0.4173
C -2.8575 -1.3694 -3.1663
C -4.0465 -1.1884 -2.1263
C -3.7045 -2.0594 -0.8573
O -4.0755 0.1876 -1.8503
H -2.7565 -0.7094 -3.9103
H -3.0775 -2.0174 -3.6703
H -1.8205 -1.5504 -2.7353
H -4.9795 -1.4104 -2.6083
H -2.6025 -2.1254 -0.4933
H -3.7435 -3.1594 -0.8053
H -4.2435 -1.7364 -0.0023
H -4.7185 0.4096 -1.2043
C 4.3715 3.6696 -2.1773
C 4.5436 4.7296 -1.0603
C 4.7485 4.0036 0.2407
O 5.6115 5.6356 -1.2703
H 5.0765 3.0176 -2.2053
H 4.3935 4.3366 -3.0283
H 3.3135 3.1686 -2.0683
H 3.6885 5.2316 -1.0933
H 4.9735 4.5636 1.1387
H 5.5605 3.2656 0.0527
H 3.7915 3.4416 0.7507
H 5.8205 6.2296 -0.3263
C 5.4085 -0.2264 -3.1043
C 3.9945 -0.3184 -2.5123
C 3.1875 -1.5904 -3.0013
O 4.1355 -0.3564 -1.0813
H 5.8955 0.6186 -2.6363
H 5.5215 -0.3304 -4.1663
H 6.1425 -0.9164 -2.9543
H 3.4975 0.5636 -2.8493
H 3.7785 -2.5584 -2.6943
H 2.6745 -1.5134 -4.0223
H 2.1775 -1.6274 -2.3813
H 3.7525 0.4646 -0.8733
C -2.5195 3.8206 -2.0373
C -1.7865 3.5326 -3.2833
C -2.0105 2.0726 -3.8643
O -2.0575 4.5566 -4.3263
H -2.5955 3.0616 -1.4293
H -3.4925 4.2776 -2.3693
H -2.0185 4.6766 -1.3083
H -0.7185 3.5496 -3.0063
H -2.9635 1.9646 -4.2943
H -1.7235 1.1846 -3.1683
H -1.6245 1.8546 -4.8423
H -1.5115 4.5896 -5.0343
C -1.1345 6.0026 -1.1733
C 0.3845 5.9716 -1.3713
C 0.8205 5.1026 -2.6753
O 1.0075 7.1496 -1.5103
H -1.7995 6.0076 -2.2323
H -1.4625 6.7816 -0.4503
H -1.5785 5.2316 -0.6353
H 0.9635 5.4036 -0.5173
H 0.6685 5.5856 -3.6113
H 0.4295 4.1896 -2.7073
H 1.8825 4.8406 -2.7123
H 1.6705 7.1586 -2.2083
C -0.8655 -4.4154 5.2837
C -0.1835 -3.1534 4.7597
C 0.8465 -3.3434 3.6927
O 1.2365 -2.3514 3.1687
C 0.9565 -4.7184 3.2427
C 0.5155 -5.8784 4.0157
C -0.5815 -5.7604 4.9607
O -1.1655 -6.6974 5.4477
H -1.6355 -4.2634 5.9397
H -0.2775 -2.2154 5.0357
H 1.7825 -5.0384 2.4787
H 0.6635 -6.9934 3.5887
C -1.3895 0.5136 -0.7523
C -0.6535 1.8656 -0.6673
C 0.7145 1.9266 -0.0123
O 1.4795 2.9326 -0.1403
C 1.1745 0.7436 0.6557
C 0.4525 -0.6634 0.4127
C -0.7905 -0.7304 -0.3063
O -1.3485 -1.8004 -0.5533
H -2.4835 0.2876 -1.1723
H -0.9565 2.9016 -0.8143
H 2.2735 0.6766 1.1687
H 0.9015 -1.6374 0.9877
C 1.5945 3.8276 3.4257
C 0.3945 4.6226 3.6537
C -0.9945 3.8426 3.7997
O -2.0425 4.3736 3.5877
C -0.9385 2.4456 4.1707
C 0.3715 1.6526 4.0377
C 1.5505 2.3466 3.6987
O 2.6205 1.8506 3.8057
H 2.4885 4.4456 3.4087
H 0.1395 5.7456 3.5117
H -1.8405 2.1076 4.8017
H 0.4875 0.5936 4.1837
C -3.1295 -5.6134 4.5727
C -3.0365 -6.3424 3.1657
C -2.7915 -5.4034 2.0407
O -2.8095 -5.7654 0.8567
C -2.2395 -3.9964 2.2897
C -2.2205 -3.4384 3.6547
C -2.7125 -4.2174 4.8077
O -2.6235 -3.7824 5.8887
H -3.3615 -6.2874 5.3367
H -3.3095 -7.3324 3.1687
H -1.7375 -3.3924 1.3887
H -1.5365 -2.4214 3.7637